Run A
DFT (ωB97M-V with the def2-TZVPD basis set) results for C10H15N5S as an isolated structure.

Results
* HOMO energy: -9.08 eV
* orbital gap: 9.54 eV

Geometry as ORCA input:
```
! RIJCOSX wB97M-V def2-TZVPD def2/J DEFGRID3
* xyz 0 1
C 1.69 2.92 -0.48
C 0.97 2.50 -1.63
C -0.11 1.49 -1.61
C 0.65 0.15 -1.53
C 0.61 0.20 1.01
C -1.97 -0.06 0.72
C -1.97 -1.58 0.89
C -1.15 -2.35 1.65
C -1.04 -3.86 1.37
C -1.85 -4.22 0.37
H 1.75 1.85 0.44
H 0.94 4.02 -0.14
H 2.98 3.33 -0.92
H 0.63 3.52 -2.19
H 1.84 2.25 -2.18
H -0.74 1.88 -0.61
H -0.80 1.74 -2.44
H 1.71 0.34 -2.26
H 0.06 -0.74 -2.06
H -0.54 0.93 2.13
H -2.85 0.53 1.12
H -2.17 0.33 -0.25
H -0.28 -2.13 2.24
H -0.33 -4.50 2.08
H -1.86 -5.37 0.00
N 1.05 -0.26 -0.17
N 2.32 -0.54 0.05
N 2.51 -0.32 1.34
N 1.43 0.10 2.02
N -0.69 0.56 1.20
S -2.79 -2.70 -0.17
*
```

---

Run B
DFT (ωB97M-V with the def2-TZVPD basis set) results for one molecule with the formula C10H15N5S.

Results
* HOMO energy: -8.06 eV
* SMILES: CCn1c(CCn2ccnc2C)n[nH]c1=S
* orbital gap: 8.61 eV

Geometry as ORCA input:
```
! RIJCOSX wB97M-V def2-TZVPD def2/J DEFGRID3
* xyz 0 1
S 4.06 -1.86 0.91
N -1.42 3.00 0.43
N 0.46 -3.03 0.16
C 2.49 -2.15 0.29
C -1.86 1.82 0.02
C 0.39 -1.73 -0.01
C -0.99 2.79 1.74
C -1.20 1.44 2.11
N 1.81 -3.30 0.25
N 1.57 -1.16 0.13
N -1.72 0.78 0.99
C -2.49 1.58 -1.28
C 2.30 0.42 -1.71
C -0.97 -1.21 -0.38
C 1.91 0.21 -0.21
C -1.71 -0.68 0.81
H -0.52 3.56 2.28
H -0.94 0.99 3.04
H 2.11 -4.02 0.89
H -2.84 0.55 -1.28
H -3.40 2.22 -1.48
H -1.79 1.62 -2.17
H 3.10 -0.20 -1.94
H 1.40 0.28 -2.22
H 2.66 1.39 -1.98
H -1.46 -2.02 -0.94
H -0.70 -0.45 -1.11
H 2.76 0.43 0.34
H 1.16 0.89 0.00
H -2.80 -1.00 0.69
H -1.37 -1.14 1.64
*
```

---

What should be chosen as the least stable of them? Choose run A.

---

Run A
DFT (ωB97M-V with the def2-TZVPD basis set) results for a 2-piece molecular cluster, C2H6FN2 overall.

Results
* HOMO energy (spin up / spin down): -14.50 / -14.49 eV
* orbital gap (spin up / spin down): 6.77 / 6.76 eV

Geometry as ORCA input:
```
! RIJCOSX wB97M-V def2-TZVPD def2/J DEFGRID3
* xyz 1 1
C 1.22 0.84 -1.31
C -0.56 -0.15 1.50
N 1.12 0.44 -2.52
N -1.05 0.45 0.39
F 2.19 1.64 -0.98
H 0.02 0.46 2.22
H -0.09 -1.11 1.26
H -1.47 -0.50 2.04
H 0.36 -0.17 -2.79
H 1.79 0.70 -3.25
H -1.12 1.46 0.42
*
```

---

Run B
DFT (ωB97M-V with the def2-TZVPD basis set) results for an isolated ion of composition C2H6FN2 and charge +1.

Results
* HOMO energy: -16.34 eV
* SMILES: CNC(=[NH2+])F
* orbital gap: 12.74 eV

Geometry as ORCA input:
```
! RIJCOSX wB97M-V def2-TZVPD def2/J DEFGRID3
* xyz 1 1
C 0.98 -0.11 0.08
C -1.36 0.60 -0.07
N 0.06 0.80 0.10
N 0.94 -1.40 0.00
F 2.30 0.48 0.06
H -1.79 1.54 -0.43
H -1.55 -0.17 -0.82
H -1.84 0.33 0.87
H 0.40 1.76 0.21
H 0.06 -1.90 0.05
H 1.80 -1.94 -0.07
*
```

---

What should be chosen as the least stable of them? Choose run A.

---

Run A
DFT (ωB97M-V with the def2-TZVPD basis set) results for a 2-piece molecular cluster, H6N2 overall.

Results
* HOMO energy: -9.68 eV
* SMILES: N.N
* orbital gap: 10.65 eV

Geometry as ORCA input:
```
! RIJCOSX wB97M-V def2-TZVPD def2/J DEFGRID3
* xyz 0 1
N -4.32 3.78 -7.67
H -4.58 4.53 -8.33
H -4.70 2.91 -8.05
H -3.30 3.70 -7.69
N -3.62 1.52 -8.43
H -3.61 1.03 -9.34
H -2.80 2.13 -8.42
H -4.45 2.12 -8.43
*
```

---

Run B
DFT (ωB97M-V with the def2-TZVPD basis set) results for a 2-piece molecular cluster, H6N2 overall.

Results
* HOMO energy: -9.93 eV
* SMILES: N.N
* orbital gap: 10.90 eV

Geometry as ORCA input:
```
! RIJCOSX wB97M-V def2-TZVPD def2/J DEFGRID3
* xyz 0 1
N -2.67 -0.60 2.27
H -3.13 0.29 2.03
H -3.36 -1.34 2.09
H -1.91 -0.73 1.60
N -3.28 2.48 0.48
H -4.30 2.43 0.39
H -2.90 1.72 -0.10
H -2.99 3.36 0.05
*
```

---

What should be chosen as the least stable of them? Choose run A.